# 1
# C6H15N2O3

An isolated ion of composition C6H15N2O3 and charge +1 (ωB97M-V/def2-TZVPD, the OMol25 dataset).

Structure (XYZ):
```
26
Properties=species:S:1:pos:R:3:forces:R:3
C -2.733 -0.673 0.421 -2.145 -2.080 -2.426
C -1.397 -0.101 0.153 0.961 -0.441 -2.345
O -0.849 -0.632 -1.141 -1.371 1.765 0.243
C -1.105 0.220 -2.280 0.886 -1.366 -0.069
O 0.114 0.905 -2.494 0.736 0.826 -0.152
C -0.391 -0.478 1.204 -0.375 2.129 0.388
O -0.897 -0.162 2.457 -1.237 2.447 3.125
C 1.017 0.085 1.070 0.226 -1.097 1.125
N 1.388 0.693 -0.172 3.675 3.128 -1.959
C 2.204 -0.588 0.470 0.159 0.425 -0.539
N 3.449 -0.249 0.913 1.927 0.827 0.891
H -3.620 -0.207 -0.122 1.404 -0.072 0.582
H -2.960 -0.671 1.454 -0.254 -0.132 1.021
H -2.767 -1.753 -0.002 0.255 1.548 1.057
H -1.462 0.959 0.015 0.197 0.910 0.248
H -1.930 0.962 -2.259 0.129 -0.862 0.514
H -1.151 -0.512 -3.086 -0.783 0.236 -0.131
H 0.066 1.721 -3.018 -0.342 -0.424 0.179
H -0.336 -1.504 1.300 0.237 -2.439 -0.380
H -1.215 0.786 2.773 1.243 -2.646 -1.930
H 1.263 0.595 2.033 -0.023 0.074 -1.172
H 1.012 0.467 -1.118 -0.639 0.378 0.816
H 2.046 1.614 -0.224 -2.253 -2.917 0.433
H 2.268 -1.487 -0.207 -0.953 1.060 0.862
H 3.694 0.661 1.361 -0.872 -1.284 -0.309
H 4.290 -0.650 0.497 -0.789 0.006 -0.072
```
Forces are in eV/Å.

For the LUMO energy, the calculation gives -2.866 eV. As for the total charge: +1. As for the SMILES: C[C@H](OCO)[C@H](O)[C@@H]1[NH2+][C@H]1N. The value obtained for the highest occupied orbital energy is -13.37 eV.


# 2
# C3H7N2P3

An isolated molecule of C3H7N2P3 (ωB97M-V/def2-TZVPD, the OMol25 dataset).

Structure (XYZ):
```
15
Properties=species:S:1:pos:R:3:forces:R:3
P 1.263 2.329 1.558 -0.887 0.131 0.795
P 1.531 0.183 1.457 0.212 -0.694 0.530
P -0.569 -0.489 1.578 0.476 -0.250 0.111
N -0.712 -0.900 -0.120 0.452 -0.550 -0.802
C -1.280 -1.931 -0.795 -1.343 -0.832 0.495
C -1.656 -1.520 -2.050 3.461 2.952 3.726
C -1.075 -0.206 -2.093 -1.573 -0.406 -1.658
N -0.513 0.170 -0.945 -1.038 -0.158 -0.965
H 1.387 2.454 0.186 -0.374 0.211 -0.676
H -0.175 2.077 1.654 0.824 0.886 -0.370
H 1.534 0.092 2.873 0.274 -0.193 0.079
H -0.148 -1.756 2.108 -0.238 0.081 -0.438
H -1.497 -2.904 -0.354 0.224 0.495 0.255
H -2.094 -2.041 -2.774 -1.638 -1.934 -2.761
H -1.294 0.340 -3.059 1.168 0.260 1.681
```
Forces are in eV/Å.

For the LUMO energy, the calculation gives 0.591 eV. As for the SMILES: [PH2]#[PH]Pn1cccn1. The value obtained for the highest occupied orbital energy is -8.73 eV.


# 3
# C5H14NO

A 2-piece molecular cluster, C5H14NO overall (ωB97M-V/def2-TZVPD, the OMol25 dataset).

Structure (XYZ):
```
21
Properties=species:S:1:pos:R:3:forces:R:3
C -0.056 -0.235 2.008 -0.032 -0.136 0.816
C -1.192 0.465 1.247 0.220 -0.446 0.457
C -1.056 0.376 -0.275 -0.059 -0.004 -0.189
C 0.301 0.753 -0.781 -0.317 0.379 -0.448
C 1.166 0.029 -1.455 -0.340 -0.308 -0.101
N 0.610 2.204 -0.538 0.365 -0.034 0.477
H 0.046 0.165 3.022 0.022 0.196 -0.211
H -0.292 -1.285 2.194 0.037 -0.016 -0.392
H 0.932 -0.216 1.545 -0.092 0.166 -0.144
H -2.083 -0.071 1.529 -0.572 -0.141 -0.090
H -1.399 1.463 1.646 0.399 0.201 -0.386
H -1.815 0.985 -0.786 0.095 0.125 0.141
H -1.262 -0.635 -0.631 0.215 -0.053 0.208
H 2.108 0.374 -1.862 -0.009 0.102 0.095
H 0.862 -0.996 -1.638 0.299 -0.045 0.038
H 1.098 2.330 0.354 -0.056 -0.072 0.055
H 1.220 2.595 -1.258 -0.129 -0.009 -0.109
H -0.249 2.752 -0.471 -0.017 0.042 -0.194
H 0.722 -3.752 -0.142 -0.046 0.028 -0.054
H -0.739 -3.426 -0.453 -0.015 -0.131 -0.020
O 0.155 -3.080 -0.535 0.031 0.157 0.053
```
Forces are in eV/Å.

For the LUMO energy, the calculation gives -3.493 eV. As for the total charge: +1. The value obtained for the highest occupied orbital energy is -14.61 eV.


# 4
# C12H19N5O4

An isolated molecule of C12H19N5O4 (ωB97M-V/def2-TZVPD, the OMol25 dataset).

Structure (XYZ):
```
40
Properties=species:S:1:pos:R:3:forces:R:3
C -2.643 -0.395 2.775 -0.624 -1.144 -0.190
N -1.946 -0.797 1.543 0.542 -0.302 -0.027
C -2.528 -0.734 0.316 -2.114 0.225 0.879
O -3.742 -0.413 0.191 2.554 -0.740 -0.091
C -1.693 -1.005 -0.955 1.226 0.156 1.113
C -1.950 0.190 -1.863 -0.170 0.125 -0.721
C -1.754 1.525 -1.214 2.490 1.011 2.112
C -2.672 2.315 -0.602 1.324 -1.917 -1.570
N -2.031 3.212 0.161 0.041 1.230 1.177
C -0.675 2.993 0.075 0.454 -0.703 0.428
N -0.447 2.000 -0.712 -1.076 -1.726 -1.946
N -0.227 -1.044 -0.744 -0.487 2.425 3.138
C 0.680 -1.805 -1.276 0.235 -0.480 0.894
O 0.417 -2.677 -2.025 -0.359 -3.223 -3.459
C 2.085 -1.693 -0.781 3.819 0.330 1.646
C 3.152 -1.663 -1.944 -0.880 1.225 -0.411
O 4.472 -1.154 -1.505 -0.550 -1.343 -1.345
N 2.428 -0.475 -0.016 1.006 1.175 -3.314
C 2.008 -0.169 1.175 -1.656 -2.971 2.662
C 2.616 0.990 1.880 2.093 0.112 -2.410
O 1.178 -0.984 1.730 1.590 2.297 -0.510
H -2.203 0.432 3.212 1.525 1.980 0.576
H -2.557 -1.134 3.583 -0.304 -0.337 -0.589
H -3.677 -0.043 2.672 0.196 -0.845 -0.664
H -0.965 -1.143 1.651 -1.160 0.594 -0.219
H -1.981 -1.979 -1.375 -0.058 0.494 -0.144
H -1.170 0.082 -2.617 -0.618 0.039 -0.693
H -2.995 0.071 -2.189 0.558 0.384 -0.455
H -3.666 2.016 -0.673 -1.835 0.594 0.498
H -2.540 3.680 0.878 0.148 0.703 0.341
H 0.205 3.390 0.654 -1.741 0.316 -0.510
H 0.230 -0.563 0.046 -1.537 0.266 -0.532
H 2.391 -2.566 -0.088 -1.023 1.116 -1.074
H 2.808 -0.904 -2.672 -0.165 -0.353 0.139
H 3.073 -2.626 -2.455 0.804 -0.015 0.229
H 5.055 -1.157 -2.315 -1.018 -0.062 1.320
H 2.964 0.223 -0.590 -0.600 -1.018 1.267
H 2.661 0.844 2.898 0.158 -0.550 2.181
H 2.022 1.813 1.702 -1.694 1.927 -0.238
H 3.619 1.346 1.468 -1.093 -0.994 0.513
```
Forces are in eV/Å.

For the LUMO energy, the calculation gives 0.521 eV. As for the SMILES: CNC(=O)[C@@H](Cc1c[nH]cn1)NC(=O)[C@@H](CO)NC(C)=O. The value obtained for the highest occupied orbital energy is -8.72 eV.


# 5
# C5H12N4

An isolated ion of composition C5H12N4 and charge +2 (ωB97M-V/def2-TZVPD, the OMol25 dataset).

Structure (XYZ):
```
21
Properties=species:S:1:pos:R:3:forces:R:3
C -2.796 0.167 0.712 -3.630 2.022 0.550
N -1.737 0.152 0.050 1.499 -3.656 -1.790
C -0.641 1.018 0.118 0.673 2.770 3.388
C 0.443 0.109 0.788 -1.922 0.459 -1.454
N 1.769 0.318 0.612 3.712 3.733 4.973
N 2.174 1.067 -0.475 0.206 0.019 -2.043
N 0.192 -1.110 -0.117 0.231 0.151 1.710
C 1.222 -1.723 -0.475 0.885 -2.631 0.046
C -1.108 -1.133 -0.657 -4.546 -0.843 4.602
H -3.656 -0.531 0.765 1.277 -0.568 -0.425
H -3.169 1.139 1.135 1.063 -0.687 -0.008
H -0.951 1.887 0.813 0.977 -0.971 -1.471
H -0.235 1.250 -0.833 -0.050 0.803 -1.075
H 0.173 -0.044 1.805 -0.062 -0.667 0.825
H 2.213 0.641 1.590 -0.889 -0.985 -2.859
H 2.891 0.614 -1.059 -0.400 0.382 0.779
H 2.323 2.084 -0.421 -0.163 -0.802 0.606
H 2.180 -1.605 0.073 -0.825 0.262 -0.666
H 1.119 -2.526 -1.170 0.015 -0.401 -0.750
H -1.912 -1.947 -0.385 2.324 0.905 -0.635
H -1.013 -0.932 -1.625 -0.374 0.703 -4.304
```
Forces are in eV/Å.

For the LUMO energy, the calculation gives -8.878 eV. As for the total charge: +2. As for the SMILES: C=[N+]1C[C@H](NN)[N+](=C)C1. The value obtained for the highest occupied orbital energy is -17.72 eV.


# 6
# CCl3OP

CCl3OP as an isolated structure (ωB97M-V/def2-TZVPD, the OMol25 dataset).

Structure (XYZ):
```
6
Properties=species:S:1:pos:R:3:forces:R:3
C -0.552 -0.020 0.154 0.694 2.746 0.444
O 0.337 -0.610 0.844 0.618 0.110 -1.587
P 0.844 0.250 -1.197 -0.666 -1.299 2.161
Cl 2.216 1.453 -0.412 -0.209 0.397 0.042
Cl -1.781 -0.946 -0.581 -1.202 -1.079 -0.732
Cl -1.383 1.516 0.890 0.765 -0.876 -0.327
```
Forces are in eV/Å.

For the LUMO energy (spin up / spin down), the calculation gives -2.302 / -2.303 eV. The value obtained for the highest occupied orbital energy (spin up / spin down) is -9.69 / -9.69 eV.


Computed ΔE to the lowest compared entry with this formula, charge and spin (eV) in order:
0.248 0.536 1.454 2.233 3.686 2.675